*A*
Molecular formula: C8H8N2O
Method: DFT, the ωB97M-V functional and the def2-TZVPD basis

Geometry as XYZ:
```
19
Properties=species:S:1:pos:R:3:nbo_charge:R:1
C 3.146 -0.828 0.126 -0.322
C 1.073 0.283 -0.396 0.265
C 0.503 1.543 -0.013 -0.219
C -0.826 1.822 0.064 -0.221
C -1.782 0.872 -0.117 0.087
C -2.167 -1.396 -0.040 -0.076
C -1.114 -0.500 0.026 -0.076
C 0.345 -0.867 -0.220 -0.280
H 3.898 -0.565 1.767 0.150
H 2.217 -2.227 0.109 0.257
H 4.191 -0.403 -0.690 0.257
H 1.233 2.394 0.312 0.234
H -1.073 2.967 0.029 0.217
H -4.019 1.008 -0.133 0.426
H -2.150 -2.461 -0.078 0.208
H 0.654 -1.879 -0.411 0.218
N -3.115 0.554 -0.058 -0.343
N -3.384 -0.768 -0.003 -0.237
O 2.370 0.450 -0.276 -0.548
```

Output
LUMO ... -0.6360 eV
2S+1 ... 1
Molecular weight ... 148.16 g/mol
Total charge ... 0
HOMO ... -8.24 eV
HOMO-LUMO gap ... 0.280 Eh



*B*
Molecular formula: C8H8N2O
Method: DFT, the ωB97M-V functional and the def2-TZVPD basis

Geometry as XYZ:
```
19
Properties=species:S:1:pos:R:3:nbo_charge:R:1
O -0.331 2.974 -0.852 -0.576
C 0.001 1.813 -0.741 0.673
N 1.163 1.278 -1.471 -0.663
C 1.371 -0.272 -1.535 -0.218
C 0.197 -1.198 -1.185 -0.449
C -0.360 -0.525 0.038 0.063
C -0.779 -1.515 1.064 -0.275
C -1.228 -0.882 2.287 0.055
N -1.114 0.451 2.560 -0.444
C -0.983 1.259 1.460 0.124
C -0.515 0.771 0.136 -0.247
H 1.780 1.967 -1.749 0.402
H 2.137 -0.603 -2.432 0.228
H 1.974 -0.248 -0.591 0.204
H -0.631 -1.640 -1.865 0.234
H 0.718 -2.032 -0.985 0.221
H -0.578 -2.567 1.041 0.231
H -1.658 -1.444 3.255 0.208
H -1.165 2.413 1.565 0.229
```

Output
LUMO ... 0.3439 eV
2S+1 ... 1
Molecular weight ... 148.16 g/mol
Total charge ... 0
HOMO ... -9.31 eV
HOMO-LUMO gap ... 0.355 Eh



*C*
Molecular formula: C8H8N2O
Method: DFT, the ωB97M-V functional and the def2-TZVPD basis

Geometry as XYZ:
```
19
Properties=species:S:1:pos:R:3:nbo_charge:R:1
C -3.306 -0.039 0.353 -0.263
O -2.249 -0.842 -0.186 -0.494
C -1.041 -0.236 -0.218 0.314
C -0.738 1.121 -0.228 -0.324
C 0.537 1.670 -0.280 -0.176
C 1.559 0.755 -0.161 0.066
N 2.952 0.866 0.129 -0.458
C 3.400 -0.326 0.206 0.207
N 2.443 -1.281 0.009 -0.555
C 1.261 -0.647 -0.253 0.120
C 0.011 -1.232 -0.297 -0.274
H -3.252 0.227 1.412 0.184
H -3.318 0.919 -0.267 0.173
H -4.287 -0.514 0.196 0.200
H -1.572 1.808 -0.087 0.215
H 0.629 2.695 -0.180 0.222
H 4.527 -0.429 0.351 0.212
H 2.550 -2.272 -0.033 0.413
H -0.103 -2.242 -0.464 0.218
```

Output
LUMO ... 0.9005 eV
2S+1 ... 1
Molecular weight ... 148.16 g/mol
Total charge ... 0
HOMO ... -8.02 eV
HOMO-LUMO gap ... 0.328 Eh



Consider the structures shown above. The most stable of them is *C*.